C22H18AlN4O5S3 as an isolated structure, computed with wB97M-V/def2-TZVPD.

Values from the calculation:
charge: -1
spin multiplicity: 1
total energy: -78412.3057 eV
gap between HOMO and LUMO: 6.6 eV

Each line ends with the natural charge from an NBO analysis.
Positions of all 53 atoms, in Å:
1 Al -0.002 0.085 -0.029  1.66
2 C -3.788 -1.549 1.566  -0.69
3 C -2.510 -1.508 0.781  0.32
4 N -1.833 -0.430 0.662  -0.41
5 N -2.253 0.802 1.199  -0.45
6 C -1.183 1.537 1.088  -0.28
7 S -0.563 1.404 -1.934  -0.09
8 S -1.387 3.243 1.430  0.27
9 C -3.107 3.625 0.954  -0.58
10 C -4.242 2.985 1.704  0.10
11 C -4.467 3.280 3.044  -0.25
12 C -5.538 2.721 3.726  -0.21
13 C -6.409 1.860 3.071  -0.24
14 C -6.194 1.563 1.731  -0.21
15 C -5.117 2.120 1.057  -0.23
16 C -1.970 -2.709 0.125  -0.24
17 C -2.686 -3.912 0.185  -0.11
18 C -2.275 -5.044 -0.487  -0.31
19 C -1.113 -4.982 -1.259  -0.18
20 C -0.368 -3.826 -1.318  -0.27
21 C -0.753 -2.661 -0.620  0.40
22 O 0.026 -1.617 -0.691  -0.84
23 H -4.013 -0.554 1.941  0.26
24 H -3.680 -2.237 2.408  0.22
25 H -4.618 -1.896 0.949  0.22
26 H -3.171 3.407 -0.112  0.23
27 H -3.140 4.707 1.092  0.23
28 H -3.780 3.943 3.559  0.21
29 H -5.696 2.958 4.771  0.20
30 H -7.245 1.420 3.601  0.20
31 H -6.863 0.887 1.211  0.20
32 H -4.935 1.866 0.020  0.22
33 H -3.587 -3.955 0.783  0.20
34 H -2.851 -5.958 -0.427  0.20
35 H -0.787 -5.855 -1.814  0.20
36 H 0.538 -3.768 -1.907  0.22
37 N 0.042 -4.141 4.919  -0.31
38 C 0.352 -3.150 4.427  0.28
39 C 0.734 -1.895 3.832  -0.22
40 C 1.412 -0.932 4.572  -0.10
41 C 1.735 0.262 3.962  -0.26
42 C 1.367 0.465 2.642  0.11
43 N 0.718 -0.464 1.935  -0.49
44 C 0.413 -1.624 2.507  0.12
45 H 1.674 -1.128 5.603  0.23
46 H 2.256 1.042 4.498  0.23
47 H 1.571 1.392 2.114  0.27
48 H -0.098 -2.358 1.896  0.24
49 O 1.007 2.199 -1.978  -0.85
50 S 2.021 1.922 -0.797  2.59
51 O 3.329 2.109 -1.344  -0.95
52 O 1.672 2.741 0.342  -0.99
53 O 1.757 0.460 -0.454  -1.08